Below is the molecule C2H4N2OS3 at a distorted geometry, with properties calculated with ωB97M-V/def2-TZVPD.

## Properties
- E: -39671.0610 eV
- Energy above the lowest of the compared OMol25 structures with the same formula, charge and spin: 49.2 kJ/mol
- Gap between HOMO and LUMO: 8.49 eV
- Structure (SMILES): O=C(S)/C(=N/S)NS

Geometry as ORCA input:
```
! RIJCOSX wB97M-V def2-TZVPD def2/J DEFGRID3
* xyz 0 1
O -1.9051 -1.8292 -0.1235
C -1.6599 -0.6432 -0.0960
S -2.8960 0.5891 -0.0481
C -0.1813 -0.1417 -0.0043
N 0.0185 1.1416 -0.1442
S 1.5819 1.7998 -0.0242
N 0.6809 -1.2240 0.0558
S 2.3251 -1.1831 -0.1995
H -2.0777 1.6032 -0.2319
H 1.1688 3.0119 -0.4463
H 0.1679 -2.0907 0.2041
H 2.7770 -1.0338 1.0582
*
```